No. 1
Below is a 2-piece molecular cluster, C3H6N2S3 overall, with properties calculated with ωB97M-V/def2-TZVPD.

Summary:
**Energy above the lowest of the compared OMol25 structures with the same formula, charge and spin**: 2.160 eV
**F_max**: 0.056 Eh/bohr
**Gap between HOMO and LUMO**: 9.6 eV
**Calculated total energy**: -1421.91913 hartree
**HOMO level**: -9.20 eV
**SMILES string**: Sc1nncs1.CS

Structure (ORCA input):
```
! RIJCOSX wB97M-V def2-TZVPD def2/J DEFGRID3
* xyz 0 1
S -3.9863 0.8220 0.9426
C -2.9928 -0.2811 1.9340
N -2.4696 0.0398 3.0891
N -1.8004 -0.9902 3.6286
C -1.6977 -2.0196 2.8408
S -2.4487 -1.7835 1.2727
H -3.5054 2.0201 1.4489
H -1.2158 -2.9130 3.2587
C 1.6353 0.5913 -1.3658
S 0.0343 0.3905 -0.5342
H 1.6670 0.5129 -2.4858
H 2.4396 -0.0069 -1.0579
H 1.8637 1.5970 -1.4406
H -0.4800 -0.5620 -1.3298
*
```

---

No. 2
Below is C33H45N5STi as an isolated structure, with properties calculated with ωB97M-V/def2-TZVPD.

Summary:
**F_max**: 0.076 Eh/bohr
**Gap between HOMO and LUMO (alpha / beta)**: 4.2 / 4.2 eV
**Calculated total energy**: -2805.69422 hartree
**HOMO level (alpha / beta)**: -1.62 / -1.61 eV

Structure (ORCA input):
```
! RIJCOSX wB97M-V def2-TZVPD def2/J DEFGRID3
* xyz -1 2
Ti -0.0974 -0.3887 -0.2304
N -2.0016 -1.5549 0.0803
N -0.4802 -2.4896 -2.0358
C 1.9974 0.7761 -1.0530
C 2.2117 -0.5503 -0.5420
C 1.8114 -0.5787 0.8394
C 1.9638 -1.8353 1.6302
H 1.7622 -2.7078 0.9999
H 1.3025 -1.9226 2.4991
H 3.0135 -1.9699 1.9355
C 1.3387 0.7891 1.1800
C 1.0138 1.5336 2.4245
H 1.8479 2.1582 2.7912
H 0.5117 0.8939 3.5482
H 0.1838 2.2306 2.2299
C 1.3613 1.5452 -0.0465
C 1.0941 3.0119 -0.1553
H 0.2339 3.3059 0.4457
H 0.8919 3.3049 -1.1897
H 1.9532 3.6009 0.1910
C 2.8551 -1.6782 -1.2837
H 3.9250 -1.7773 -1.0287
H 2.8170 -1.5413 -2.3776
H 2.3723 -2.6376 -1.0522
C 2.5575 1.3457 -2.3105
H 1.8045 1.9674 -2.8193
H 2.8805 0.5681 -3.0113
H 3.4300 1.9986 -2.1207
C -2.5444 -0.9842 1.2960
H -3.1155 -0.0503 1.2101
C -3.1655 -1.9488 2.2004
H -3.9798 -1.5988 2.8288
C -2.6221 -3.2093 2.2869
H -2.9008 -3.8719 3.0956
C -1.7651 -3.6598 1.2879
H -1.2907 -4.6442 1.3143
C -1.4823 -2.8368 0.1650
C -0.5599 -3.2168 -0.8618
H -0.3204 -4.2764 -0.9653
C -0.4736 -1.0867 -2.1024
C -0.3401 -3.0452 -3.3091
H -0.3806 -4.1031 -3.4642
C -0.2858 -2.0243 -4.1743
H -0.2024 -2.0327 -5.2439
N -0.3960 -0.8371 -3.4599
C -0.6204 0.4200 -4.0769
C 0.3473 0.9549 -4.9467
C 0.1577 2.2514 -5.4408
H 0.9383 2.7165 -6.0484
C -1.0069 2.9726 -5.1661
C -1.2026 4.3790 -5.6679
H -1.0758 5.1129 -4.8573
H -2.2166 4.5164 -6.0687
H -0.4825 4.6206 -6.4582
C -2.0001 2.3712 -4.3885
H -2.9236 2.9203 -4.1921
C -1.8370 1.0889 -3.8635
C -2.9663 0.4256 -3.1492
H -3.4377 -0.3624 -3.7546
H -3.7403 1.1735 -2.9471
H -2.6615 -0.0218 -2.1985
C 1.5864 0.2117 -5.3354
H 1.4791 -0.2791 -6.3146
H 1.8740 -0.5563 -4.6133
H 2.4238 0.9158 -5.4355
C -2.1970 1.1860 4.2932
N -1.1336 0.4472 5.0092
C -1.6078 -0.2686 6.1998
C 0.0937 0.3364 4.5817
S -0.9232 -0.3846 2.0153
N 1.1022 -0.3653 5.1050
C 1.3146 -0.4642 6.5400
C 2.3912 -0.3827 4.3949
H -3.0600 1.2637 4.9561
H -2.5567 0.6399 3.4088
H -1.9042 2.1977 3.9734
H -1.2933 -1.3193 6.1929
H -1.2973 0.2534 7.1199
H -2.6946 -0.2693 6.1587
H 2.2144 -1.0721 6.6722
H 1.4866 0.5302 6.9821
H 0.4886 -0.9725 7.0373
H 2.2662 -0.3320 3.3163
H 3.0123 0.4760 4.6843
H 2.9319 -1.3031 4.6401
*
```

---

No. 3
Below is a 2-piece molecular cluster, C6H9BrIN4O2 overall, with properties calculated with ωB97M-V/def2-TZVPD.

Summary:
**Energy above the lowest of the compared OMol25 structures with the same formula, charge and spin**: 0.416 eV
**F_max**: 0.091 Eh/bohr
**Gap between HOMO and LUMO**: 7.8 eV
**Calculated total energy**: -3474.97040 hartree
**HOMO level**: -11.66 eV

Structure (ORCA input):
```
! RIJCOSX wB97M-V def2-TZVPD def2/J DEFGRID3
* xyz 1 1
C -1.2582 1.3814 0.4978
C 0.2466 1.6172 -1.2176
C -0.9128 -4.1316 -0.5618
C 1.2351 0.5238 -0.5231
C -0.6639 0.2542 0.9891
C 1.5298 -0.6772 1.5683
N -0.7949 1.9779 -0.5711
N -2.4518 1.7348 0.9691
N 0.5997 2.0795 -2.4143
N 0.5251 -0.4007 0.4525
O -1.5559 -5.0569 -0.4798
O -0.2751 -3.1785 -0.4999
Br -1.4958 -0.8139 2.3649
I 2.3554 -0.7251 -1.9143
H 2.0043 1.1075 -0.0208
H 1.5535 0.0912 2.3347
H 1.1712 -1.6041 1.8575
H 2.4978 -0.7963 0.9772
H -2.9286 1.1297 1.4855
H -3.0286 2.4809 0.6214
H 1.3866 1.8905 -3.1286
H -0.0776 2.4992 -3.0212
H 0.3380 -1.3835 0.2345
*
```

---

No. 4
Below is one molecule with the formula C5H9NO, with properties calculated with ωB97M-V/def2-TZVPD.

Summary:
**Energy above the lowest of the compared OMol25 structures with the same formula, charge and spin**: 6.211 eV
**F_max**: 0.019 Eh/bohr
**Gap between HOMO and LUMO**: 9.0 eV
**Calculated total energy**: -325.70932 hartree
**HOMO level**: -7.92 eV

Structure (ORCA input):
```
! RIJCOSX wB97M-V def2-TZVPD def2/J DEFGRID3
* xyz 0 1
C 0.5373 1.7195 -1.4227
C 0.6340 1.4442 0.0487
N -0.4441 1.5346 0.7818
C 0.1526 -0.0332 0.9420
C -0.1546 -1.2022 0.0436
C -1.0184 -2.2693 0.5716
O -1.4950 -1.3372 -0.3833
H 1.3358 1.2636 -2.0017
H 0.6462 2.8123 -1.5054
H -0.4657 1.4524 -1.7520
H 1.6689 1.6251 0.4331
H -0.7003 0.1141 1.6040
H 1.0444 -0.1847 1.5574
H 0.5916 -1.4806 -0.6996
H -0.8857 -3.2898 0.2119
H -1.4471 -2.1689 1.5709
*
```

---

Please write out number 2 again, unchanged.
Below is C33H45N5STi as an isolated structure, with properties calculated with ωB97M-V/def2-TZVPD.

Summary:
**F_max**: 0.076 Eh/bohr
**Gap between HOMO and LUMO (alpha / beta)**: 4.2 / 4.2 eV
**Calculated total energy**: -2805.69422 hartree
**HOMO level (alpha / beta)**: -1.62 / -1.61 eV

Structure (ORCA input):
```
! RIJCOSX wB97M-V def2-TZVPD def2/J DEFGRID3
* xyz -1 2
Ti -0.0974 -0.3887 -0.2304
N -2.0016 -1.5549 0.0803
N -0.4802 -2.4896 -2.0358
C 1.9974 0.7761 -1.0530
C 2.2117 -0.5503 -0.5420
C 1.8114 -0.5787 0.8394
C 1.9638 -1.8353 1.6302
H 1.7622 -2.7078 0.9999
H 1.3025 -1.9226 2.4991
H 3.0135 -1.9699 1.9355
C 1.3387 0.7891 1.1800
C 1.0138 1.5336 2.4245
H 1.8479 2.1582 2.7912
H 0.5117 0.8939 3.5482
H 0.1838 2.2306 2.2299
C 1.3613 1.5452 -0.0465
C 1.0941 3.0119 -0.1553
H 0.2339 3.3059 0.4457
H 0.8919 3.3049 -1.1897
H 1.9532 3.6009 0.1910
C 2.8551 -1.6782 -1.2837
H 3.9250 -1.7773 -1.0287
H 2.8170 -1.5413 -2.3776
H 2.3723 -2.6376 -1.0522
C 2.5575 1.3457 -2.3105
H 1.8045 1.9674 -2.8193
H 2.8805 0.5681 -3.0113
H 3.4300 1.9986 -2.1207
C -2.5444 -0.9842 1.2960
H -3.1155 -0.0503 1.2101
C -3.1655 -1.9488 2.2004
H -3.9798 -1.5988 2.8288
C -2.6221 -3.2093 2.2869
H -2.9008 -3.8719 3.0956
C -1.7651 -3.6598 1.2879
H -1.2907 -4.6442 1.3143
C -1.4823 -2.8368 0.1650
C -0.5599 -3.2168 -0.8618
H -0.3204 -4.2764 -0.9653
C -0.4736 -1.0867 -2.1024
C -0.3401 -3.0452 -3.3091
H -0.3806 -4.1031 -3.4642
C -0.2858 -2.0243 -4.1743
H -0.2024 -2.0327 -5.2439
N -0.3960 -0.8371 -3.4599
C -0.6204 0.4200 -4.0769
C 0.3473 0.9549 -4.9467
C 0.1577 2.2514 -5.4408
H 0.9383 2.7165 -6.0484
C -1.0069 2.9726 -5.1661
C -1.2026 4.3790 -5.6679
H -1.0758 5.1129 -4.8573
H -2.2166 4.5164 -6.0687
H -0.4825 4.6206 -6.4582
C -2.0001 2.3712 -4.3885
H -2.9236 2.9203 -4.1921
C -1.8370 1.0889 -3.8635
C -2.9663 0.4256 -3.1492
H -3.4377 -0.3624 -3.7546
H -3.7403 1.1735 -2.9471
H -2.6615 -0.0218 -2.1985
C 1.5864 0.2117 -5.3354
H 1.4791 -0.2791 -6.3146
H 1.8740 -0.5563 -4.6133
H 2.4238 0.9158 -5.4355
C -2.1970 1.1860 4.2932
N -1.1336 0.4472 5.0092
C -1.6078 -0.2686 6.1998
C 0.0937 0.3364 4.5817
S -0.9232 -0.3846 2.0153
N 1.1022 -0.3653 5.1050
C 1.3146 -0.4642 6.5400
C 2.3912 -0.3827 4.3949
H -3.0600 1.2637 4.9561
H -2.5567 0.6399 3.4088
H -1.9042 2.1977 3.9734
H -1.2933 -1.3193 6.1929
H -1.2973 0.2534 7.1199
H -2.6946 -0.2693 6.1587
H 2.2144 -1.0721 6.6722
H 1.4866 0.5302 6.9821
H 0.4886 -0.9725 7.0373
H 2.2662 -0.3320 3.3163
H 3.0123 0.4760 4.6843
H 2.9319 -1.3031 4.6401
*
```

---

Repeat the fourth record exactly.
Below is one molecule with the formula C5H9NO, with properties calculated with ωB97M-V/def2-TZVPD.

Summary:
**Energy above the lowest of the compared OMol25 structures with the same formula, charge and spin**: 6.211 eV
**F_max**: 0.019 Eh/bohr
**Gap between HOMO and LUMO**: 9.0 eV
**Calculated total energy**: -325.70932 hartree
**HOMO level**: -7.92 eV

Structure (ORCA input):
```
! RIJCOSX wB97M-V def2-TZVPD def2/J DEFGRID3
* xyz 0 1
C 0.5373 1.7195 -1.4227
C 0.6340 1.4442 0.0487
N -0.4441 1.5346 0.7818
C 0.1526 -0.0332 0.9420
C -0.1546 -1.2022 0.0436
C -1.0184 -2.2693 0.5716
O -1.4950 -1.3372 -0.3833
H 1.3358 1.2636 -2.0017
H 0.6462 2.8123 -1.5054
H -0.4657 1.4524 -1.7520
H 1.6689 1.6251 0.4331
H -0.7003 0.1141 1.6040
H 1.0444 -0.1847 1.5574
H 0.5916 -1.4806 -0.6996
H -0.8857 -3.2898 0.2119
H -1.4471 -2.1689 1.5709
*
```

---

calculated total energy of number 1 (C3H6N2S3)? -1421.91913 hartree